18
Properties=species:S:1:pos:R:3 method="wB97M-V/def2-TZVPD" lumo_ev=-0.13 e_above_lowest_ev=5.274 charge=0
N 3.5624 -0.6575 -0.7545
C -2.3070 -1.1824 0.0862
C -1.7187 0.2493 -0.1175
C -0.8981 0.6468 1.0809
C 0.4886 0.7590 0.8103
N 1.1336 1.3791 -0.3200
H 2.9382 0.0170 -1.1926
H 3.2484 -0.7975 0.1960
H -1.4586 -1.7799 0.4048
H -2.8860 -1.6144 -0.7389
H -2.9950 -1.0591 0.9288
H -1.1314 0.1454 -1.0514
H -2.5278 0.9890 -0.2731
H -1.3722 1.3787 1.7245
H 1.2407 0.5335 1.5671
H 0.7639 0.3054 -0.4157
H 0.6029 2.1805 -0.6509
H 3.3161 -1.4928 -1.2840